Entry a
C3H10N2O | ωB97M-V with the def2-TZVPD basis set

Atoms and positions in Å:
H -0.935 -1.527 0.953
H 1.440 -1.848 0.089
C -2.208 -0.370 -0.128
N -1.395 -0.628 1.049
H -3.056 -1.058 -0.119
C 1.031 -0.229 -0.866
H 0.588 0.224 -1.746
O 1.129 2.055 -0.122
H -1.671 -0.496 -1.079
H 2.717 0.735 -0.029
H 1.587 2.686 0.442
C 1.619 0.756 0.114
N 1.006 -1.474 -0.756
H -0.685 0.090 1.131
H 1.421 0.433 1.143
H -2.589 0.649 -0.075

## Properties
Orbital gap = 9.702 eV
Total charge = 0
SMILES string = [H]/N=C\CO.CN

Atom charges from the Löwdin analysis, given in e for atoms 1 to 2: number 1, H, carries 0.048; number 2, H, carries 0.059

Entry b
C3H10N2O | ωB97M-V with the def2-TZVPD basis set

Atoms and positions in Å:
O 1.764 -0.998 -0.049
H -2.115 0.713 1.396
N -0.213 -0.236 1.318
H -0.004 -0.096 2.309
H 0.011 1.626 0.237
C -1.651 -0.231 1.088
H 0.900 -1.233 0.740
C 0.467 -0.003 -1.797
N 0.619 0.874 0.568
H -1.838 -0.354 0.022
H -0.293 -0.763 -1.613
H -2.115 -1.052 1.637
H 1.113 -0.368 -2.591
H -0.035 0.915 -2.102
C 1.309 0.192 -0.523
H 2.079 1.013 -0.641

## Properties
Orbital gap = 9.866 eV
Total charge = 0
SMILES string = CNN[C@H](C)O

Atom charges from the Löwdin analysis, given in e for atoms 1 to 2: number 1, O, carries -0.125; number 2, H, carries 0.077

Entry c
C3H10N2O | ωB97M-V with the def2-TZVPD basis set

Atoms and positions in Å:
N 1.693 -0.624 1.439
H -0.729 1.229 0.588
H 2.144 -0.613 -0.788
O 1.779 -1.478 -0.794
C -0.912 1.944 -0.218
C 1.265 -1.678 0.509
H 0.182 -1.554 0.405
N -1.224 1.188 -1.423
H 1.525 -2.668 0.877
H -2.733 0.203 -0.473
H 2.625 -0.828 1.792
C -2.233 0.448 -1.429
H 1.075 -0.766 2.234
H -1.740 2.608 0.009
H -2.655 0.001 -2.324
H -0.061 2.589 -0.404

## Properties
Orbital gap = 10.246 eV
Total charge = 0
SMILES string = C=NC.NCO

Atom charges from the Löwdin analysis, given in e for atoms 1 to 2: number 1, N, carries 0.006; number 2, H, carries 0.065

Which is the most stable structure? entry a is the most stable.

Entry a
C5H5F2N | ωB97M-V with the def2-TZVPD basis set

Atoms and positions in Å:
N -1.626 1.459 0.342
F -2.530 -1.571 -2.592
H 1.957 1.135 1.704
H -0.056 -1.103 0.433
H -2.349 1.831 1.037
F 1.927 -0.678 2.565
H 2.476 -0.261 0.826
C 0.239 -0.105 0.822
C 1.703 0.122 1.470
C -1.370 -1.058 -2.592
C -0.320 -0.535 -2.370
C -0.700 0.759 0.658
H 0.648 0.005 -2.302

## Properties
Orbital gap = 9.797 eV
Total charge = 0
SMILES string = N=C=CCF.C#CF

Atom charges from the Löwdin analysis, given in e for atoms 1 to 2: number 1, N, carries 0.148; number 2, F, carries 0.132

Entry b
C5H5F2N | ωB97M-V with the def2-TZVPD basis set

Atoms and positions in Å:
C -0.789 0.187 0.329
C 2.097 0.214 -0.074
C 0.038 -1.118 -0.043
H -0.064 1.068 0.261
F -0.532 -2.309 0.327
H 2.272 2.788 0.120
H -1.103 -0.282 1.326
F 2.001 -2.115 -0.246
N -2.224 0.426 -0.322
C 2.185 1.636 0.200
C 1.342 -0.942 -0.240
H -3.019 -0.180 -0.268
H -2.204 0.627 -1.370

## Properties
Orbital gap = 8.449 eV
Total charge = 0
SMILES string = C#C/C(F)=C(/F)CN

Atom charges from the Löwdin analysis, given in e for atoms 1 to 2: number 1, C, carries -0.109; number 2, C, carries -0.004

Which is the most stable structure? entry a is the most stable.